No. 1
DFT (wB97M-V/def2-TZVPD) results for C20H26N2O2SiSr as an isolated structure in a non-equilibrium geometry.

Geometry as XYZ:
```
52
Properties=species:S:1:pos:R:3:forces:R:3:lowdin_charge:R:1
C 0.382 1.821 2.617 0.417 0.110 -0.621 -0.220
C 1.207 0.728 2.210 -0.006 0.670 -0.250 -0.209
C 2.250 1.237 1.386 -0.488 0.500 0.174 -0.208
H 1.052 -0.321 2.447 0.111 0.297 -0.017 0.085
C 2.077 2.648 1.272 -0.441 -0.329 0.592 -0.274
C 0.910 3.014 2.026 0.450 -0.380 0.109 -0.278
H 0.470 4.014 2.077 0.257 -0.349 0.226 0.080
H -0.541 1.749 3.196 0.393 0.040 -0.051 0.092
H 2.998 0.646 0.862 -0.144 0.187 0.365 0.080
H 2.686 3.308 0.657 0.039 -0.196 0.437 0.072
Sr -0.060 1.806 -0.124 0.995 -2.136 1.183 1.350
C -0.730 -3.819 -3.766 -0.085 -0.160 -0.173 -0.051
H -0.104 -3.009 -4.149 -0.102 -0.088 0.158 0.015
H -0.107 -4.561 -3.257 -0.090 0.177 -0.038 0.021
H -1.477 -3.424 -3.075 0.210 -0.021 -0.081 -0.012
Si -0.339 -1.152 -0.643 0.332 3.308 -0.707 0.561
C -1.792 -1.658 0.346 0.139 -0.720 -0.754 -0.397
C -1.819 -1.646 1.755 -0.632 -0.458 -0.638 -0.110
H -0.999 -1.200 2.330 -0.314 -0.246 -0.264 0.089
C -2.908 -2.245 2.385 -0.118 0.102 -0.156 -0.098
H -2.932 -2.277 3.469 -0.152 -0.033 -0.061 0.096
C -3.955 -2.797 1.632 0.100 0.013 -0.082 -0.101
H -4.812 -3.250 2.138 0.338 0.120 -0.158 0.095
C -3.917 -2.768 0.229 -0.145 0.259 0.081 -0.100
H -4.724 -3.190 -0.359 -0.089 -0.065 0.174 0.095
C -2.841 -2.190 -0.436 -0.148 -0.049 1.255 -0.131
H -2.773 -2.158 -1.531 -0.096 -0.142 0.549 0.077
C 1.250 -1.940 -0.237 -0.223 -0.782 -0.257 -0.382
C 1.080 -3.166 0.435 1.181 0.339 -0.107 -0.112
H 0.076 -3.509 0.705 0.462 0.013 -0.134 0.098
C 2.215 -3.907 0.743 0.152 0.041 0.115 -0.096
H 2.087 -4.852 1.257 0.219 -0.054 0.004 0.095
C 3.489 -3.444 0.388 -0.159 0.016 -0.054 -0.098
H 4.370 -4.047 0.629 -0.303 0.258 -0.088 0.096
C 3.635 -2.219 -0.280 -0.020 -0.145 0.055 -0.102
H 4.623 -1.862 -0.560 -0.031 -0.118 0.094 0.096
C 2.522 -1.445 -0.595 -0.402 -0.926 0.419 -0.139
H 2.631 -0.479 -1.100 -0.106 -0.396 0.137 0.089
H -0.623 -0.981 -2.110 -0.136 -0.887 0.086 -0.078
H -1.240 -4.301 -4.607 0.081 0.052 0.125 0.012
C -1.206 6.067 0.227 -0.228 -0.018 0.065 0.010
O -0.660 4.772 -0.169 0.166 0.204 -0.670 -0.115
C -0.916 3.944 -1.210 -2.085 -1.305 1.650 -0.643
O -1.809 3.038 -1.102 1.323 3.608 -1.491 -0.104
N 0.104 3.889 -2.110 1.900 -0.592 0.654 0.049
N 1.600 3.917 -1.496 -2.580 0.468 -2.891 0.105
H -0.351 6.673 0.579 -0.463 -0.427 -0.281 0.102
H -1.900 5.895 1.070 0.270 0.113 -0.571 0.104
H -1.707 6.577 -0.615 0.226 -0.383 0.375 0.105
H 0.034 3.083 -2.754 0.101 0.641 0.508 0.145
H 1.983 4.598 -2.174 0.214 -0.445 0.728 0.098
H 1.509 4.390 -0.607 -0.289 0.312 0.279 0.044
```
Forces are in eV/Å.

The total energy is -36946.152 eV. The value obtained for the maximum force is 4.12 eV/A. The value obtained for the HOMO energy is -5.207 eV. For the HOMO-LUMO gap, the calculation gives 4.227 eV. As for the charge: 0. The molecular weight comes out at 442.1 u.

=====

No. 2
DFT (wB97M-V/def2-TZVPD) results for C5H8AgO13 as an isolated structure in a non-equilibrium geometry.

Geometry as XYZ:
```
27
Properties=species:S:1:pos:R:3:forces:R:3:lowdin_charge:R:1
Ag 1.074 -1.583 -0.169 -0.089 0.282 0.881 0.843
O -2.111 -2.454 1.938 4.222 -0.069 0.913 0.069
C -0.889 -2.053 1.838 0.615 -0.562 0.851 -0.580
O -0.400 -0.778 2.270 0.145 -4.068 0.835 0.043
O 0.101 -2.822 1.544 -1.571 1.030 -0.492 -0.121
H -2.903 -1.696 1.602 -1.337 1.545 -2.531 0.030
O 1.250 -1.114 -4.329 3.911 -0.393 -0.970 0.157
C 1.643 -0.741 -3.115 0.456 1.555 1.077 -0.589
O 2.978 -0.463 -2.983 -3.282 -2.025 -4.940 0.137
O 0.780 -0.563 -2.272 0.765 -0.309 0.158 0.031
H 0.338 -1.001 -4.413 -2.449 0.166 0.313 0.096
O -3.538 -1.094 0.706 2.433 -1.626 0.960 -0.099
C -3.999 -0.065 1.366 -9.300 -1.325 -8.935 -0.989
O -3.650 0.306 2.389 4.045 3.071 8.004 0.018
O -5.195 0.354 0.765 2.702 0.211 1.129 -0.339
H -1.462 1.414 -0.167 -0.736 -0.069 -0.073 0.077
O 3.101 -0.123 -0.524 0.994 0.138 1.791 -0.100
C 3.468 0.378 0.607 -5.636 -0.804 -0.088 -0.792
O 2.398 0.385 1.582 1.485 -0.524 -1.641 0.052
O 4.383 0.973 1.055 3.184 1.015 0.212 0.092
H 3.153 -0.256 -2.099 0.570 0.875 3.825 -0.013
C 0.062 2.663 0.124 -2.890 -0.407 1.401 -0.106
O -0.558 1.337 0.122 0.908 1.216 0.574 -0.128
H 1.005 2.511 0.556 1.201 0.085 0.948 0.044
H 0.188 2.953 -0.856 0.440 0.705 -2.403 0.031
H -0.562 3.528 0.602 0.990 -1.844 -0.263 0.113
H -0.652 0.005 1.860 -1.774 2.127 -1.534 0.022
```
Forces are in eV/Å.

As for the expectation value of S²: 0.755. The spin multiplicity is 2. The total energy is -35929.593 eV. The value obtained for the maximum force is 12.96 eV/A. The value obtained for the HOMO energy (spin up / spin down) is 0.505 / 0.506 eV. For the HOMO-LUMO gap (spin up / spin down), the calculation gives 3.657 / 3.462 eV. As for the charge: -2. The molecular weight comes out at 384.0 u.

=====

No. 3
DFT (wB97M-V/def2-TZVPD) results for one molecule with the formula C5H10NP in a non-equilibrium geometry.

Geometry as XYZ:
```
17
Properties=species:S:1:pos:R:3:forces:R:3:lowdin_charge:R:1
C 0.390 -1.589 0.659 0.583 1.955 -0.157 -0.200
P 0.036 -0.011 -0.186 -0.221 0.935 0.840 0.666
C 1.506 0.558 -1.033 -1.396 0.883 -3.959 -0.228
C -0.011 1.250 1.235 -0.392 2.422 -2.180 -0.215
C -1.225 -0.292 -1.332 -3.434 0.032 1.930 -0.316
C -2.416 -0.943 -0.474 3.144 1.930 -2.661 -0.374
N -3.332 -1.354 0.074 -0.752 -0.580 0.666 0.070
H 0.490 -2.177 -0.258 -0.099 -0.916 0.801 0.051
H 1.381 -1.406 1.202 -1.530 -0.686 -0.530 0.079
H -0.517 -1.712 1.306 1.063 -0.631 -0.544 0.063
H 2.267 0.467 -0.376 2.961 -1.214 1.942 -0.014
H 1.687 0.067 -2.100 -0.346 0.975 2.543 0.116
H 1.564 1.674 -1.115 -0.830 -0.750 -0.452 0.070
H 1.038 1.609 1.489 -1.287 -0.975 0.289 0.050
H -0.423 2.241 0.693 0.546 -2.154 1.227 0.085
H -0.720 0.999 2.054 0.870 0.120 -0.454 0.045
H -1.713 0.620 -1.839 1.120 -1.346 0.700 0.052
```
Forces are in eV/Å.

The total energy is -16123.471 eV. The value obtained for the maximum force is 4.55 eV/A. The value obtained for the HOMO energy is -8.269 eV. For the HOMO-LUMO gap, the calculation gives 8.706 eV. As for the charge: 0. The molecular weight comes out at 115.1 u.

=====

No. 4
DFT (wB97M-V/def2-TZVPD) results for a 2-piece molecular cluster, C17H31FN2O2P overall in a non-equilibrium geometry.

Geometry as XYZ:
```
54
Properties=species:S:1:pos:R:3:forces:R:3:lowdin_charge:R:1
C -2.290 -0.463 -1.919 -0.356 -0.106 0.686 0.035
C -1.553 0.315 -0.859 1.460 -0.128 -0.659 -0.520
O -0.357 0.451 -0.983 -0.508 0.389 0.341 0.093
O -2.193 0.838 0.237 -0.371 -0.410 -0.326 -0.008
C -2.634 2.165 0.012 0.031 0.540 0.363 -0.171
C -1.479 3.169 0.056 -0.511 0.344 -0.816 -0.194
C -1.860 4.405 -0.762 0.205 0.156 0.889 -0.227
C -0.778 5.508 -0.735 -0.587 -0.108 -0.783 -0.243
P 0.841 4.912 -1.216 -0.561 -0.737 1.211 1.022
F 1.484 6.004 -2.052 0.494 0.732 -0.795 -0.097
C 1.992 4.574 0.086 0.196 0.461 -0.261 -0.311
C 1.857 3.512 0.937 -1.844 -1.236 -0.303 -0.062
C 2.770 3.246 1.913 0.765 0.009 0.385 -0.091
N 3.849 4.002 2.080 -0.230 -0.292 0.241 0.119
C 3.959 5.035 1.269 1.539 0.715 0.445 -0.120
C 3.098 5.379 0.267 -0.605 0.464 -0.803 -0.046
H -2.045 -0.047 -2.890 -0.137 0.164 -0.102 0.095
H -3.357 -0.557 -1.748 -0.067 0.151 -0.087 0.093
H -1.853 -1.459 -1.906 -0.005 -0.135 0.026 0.085
H -3.210 2.260 -0.913 0.163 -0.194 -0.225 0.134
H -3.325 2.430 0.809 -0.104 -0.295 0.129 0.139
H -1.290 3.462 1.087 0.256 -0.112 0.081 0.131
H -0.592 2.724 -0.398 0.028 -0.272 0.209 0.062
H -2.745 4.848 -0.307 -0.168 0.081 -0.217 0.129
H -2.107 4.145 -1.790 0.055 -0.071 -0.085 0.122
H -0.767 6.068 0.196 0.353 -0.184 0.231 0.118
H -1.065 6.228 -1.507 0.258 0.153 -0.068 0.110
H 0.730 3.775 -2.025 -0.084 0.191 -0.125 0.099
H 1.005 2.856 0.842 0.027 -0.197 0.053 0.096
H 2.643 2.385 2.552 0.052 -0.041 0.143 0.127
H 4.835 5.660 1.395 0.083 -0.051 0.166 0.126
H 3.278 6.242 -0.350 0.175 0.136 -0.043 0.116
C -0.036 -2.252 0.505 0.100 -0.065 0.056 -0.092
C -0.052 -3.613 1.182 0.172 0.093 -0.034 -0.266
N -0.671 -4.650 0.379 -0.156 -0.084 -0.015 -0.198
C -0.898 -5.884 1.117 -0.132 -0.113 0.168 -0.247
C 0.323 -6.663 1.621 -0.042 -0.108 -0.029 -0.084
C -0.135 -4.811 -0.963 0.065 0.117 -0.201 -0.248
C 1.355 -5.148 -1.108 -0.001 -0.044 -0.140 -0.080
H -1.049 -1.939 0.254 -0.041 -0.096 0.013 0.061
H 0.391 -1.509 1.180 -0.032 0.009 0.010 0.080
H 0.569 -2.244 -0.403 -0.031 0.019 -0.005 0.072
H -0.622 -3.516 2.110 -0.019 -0.161 0.006 0.120
H 0.978 -3.870 1.476 0.015 0.044 0.034 0.102
H -1.511 -6.548 0.502 0.037 0.056 -0.101 0.113
H -1.524 -5.638 1.981 0.037 0.119 -0.010 0.109
H 0.815 -7.213 0.820 0.062 0.056 -0.008 0.056
H 0.004 -7.400 2.359 -0.014 0.022 0.007 0.072
H 1.059 -6.017 2.102 -0.003 0.015 -0.007 0.066
H -0.330 -3.890 -1.520 0.011 0.041 0.084 0.090
H -0.725 -5.570 -1.481 -0.036 -0.069 0.144 0.116
H 1.980 -4.570 -0.426 -0.024 0.006 0.021 0.068
H 1.686 -4.921 -2.123 -0.015 0.009 0.006 0.072
H 1.551 -6.206 -0.942 0.044 0.016 0.098 0.057
```
Forces are in eV/Å.

The total energy is -37206.326 eV. The value obtained for the maximum force is 2.24 eV/A. The value obtained for the HOMO energy is -9.686 eV. For the HOMO-LUMO gap, the calculation gives 5.956 eV. As for the charge: +1. The molecular weight comes out at 345.4 u.

=====

No. 5
DFT (wB97M-V/def2-TZVPD) results for one molecule with the formula C19H23N3O6S in a non-equilibrium geometry.

Geometry as XYZ:
```
52
Properties=species:S:1:pos:R:3:forces:R:3:lowdin_charge:R:1
C -8.545 -0.335 0.421 -0.151 0.020 0.345 -0.049
O -7.403 -0.248 -0.422 0.308 0.022 -0.262 -0.035
C -6.247 0.068 0.201 -0.227 -0.103 -0.233 -0.550
O -6.145 0.264 1.382 0.034 0.065 0.300 0.115
N -5.251 0.113 -0.735 -0.222 -0.108 -0.514 0.154
C -3.904 0.409 -0.556 0.284 0.082 0.208 -0.206
C -3.372 0.753 0.687 -0.041 -0.008 0.084 0.016
C -2.023 1.034 0.800 -0.024 0.038 0.004 -0.046
C -1.208 0.976 -0.315 0.776 0.134 0.045 -0.270
S 0.553 1.204 -0.117 -0.012 -0.189 0.132 0.679
O 1.132 1.470 -1.410 -0.355 -0.158 -0.170 -0.289
O 0.805 2.126 0.948 -0.290 -0.171 0.184 -0.263
N 1.117 -0.272 0.354 -0.297 0.955 -0.262 -0.198
C 0.929 -0.648 1.739 0.063 0.122 0.772 -0.188
C 1.699 -1.934 2.003 -0.180 0.028 -0.085 -0.150
C 1.082 -3.091 1.209 0.049 -0.094 0.004 -0.177
C 0.426 -2.592 -0.086 0.184 0.049 -0.045 -0.123
C 1.127 -1.347 -0.625 0.019 -0.459 -0.436 -0.229
C 2.595 -1.629 -1.016 -0.430 0.314 -0.280 -0.442
O 3.113 -2.724 -0.948 0.073 -0.427 0.149 0.080
N 3.213 -0.521 -1.457 0.249 0.288 -0.295 0.090
C 4.656 -0.427 -1.530 -0.034 -0.191 0.307 -0.079
C 5.159 0.436 -0.418 0.426 0.531 -0.676 -0.263
C 5.886 1.589 -0.410 -0.305 -0.599 -0.159 -0.025
C 5.999 1.977 0.948 -0.216 -0.287 0.478 -0.063
C 5.323 1.037 1.659 0.507 0.782 0.189 -0.119
O 4.814 0.100 0.844 -0.277 -0.481 -0.128 0.045
C -1.724 0.645 -1.554 -0.053 -0.002 -0.140 -0.057
C -3.071 0.366 -1.677 -0.023 0.001 0.129 -0.005
H -9.372 -0.615 -0.225 0.047 0.015 0.026 0.093
H -8.739 0.627 0.898 -0.017 -0.084 -0.040 0.098
H -8.390 -1.088 1.195 -0.050 0.055 -0.067 0.097
H -5.546 -0.093 -1.680 0.013 0.034 0.201 0.156
H -4.018 0.797 1.548 0.005 0.015 0.028 0.106
H -1.593 1.323 1.746 -0.044 0.030 0.167 0.118
H 1.304 0.182 2.339 -0.087 -0.163 0.091 0.121
H -0.137 -0.794 1.971 0.037 -0.004 0.043 0.123
H 1.692 -2.156 3.070 0.050 0.059 0.003 0.116
H 2.733 -1.780 1.693 0.074 0.015 0.079 0.111
H 1.864 -3.807 0.962 -0.080 -0.036 0.042 0.105
H 0.328 -3.602 1.811 0.006 -0.012 0.023 0.109
H -0.625 -2.344 0.088 0.007 0.020 -0.066 0.116
H 0.470 -3.370 -0.848 -0.076 0.034 -0.014 0.123
H 0.615 -0.984 -1.523 0.086 -0.178 0.013 0.141
H 2.687 0.348 -1.465 0.105 -0.155 0.026 0.099
H 5.039 -1.449 -1.438 0.004 0.177 -0.116 0.130
H 4.964 -0.003 -2.489 0.080 -0.061 0.132 0.131
H 6.295 2.095 -1.260 0.034 0.065 -0.246 0.107
H 6.507 2.837 1.332 0.073 0.160 0.163 0.099
H 5.139 0.925 2.709 -0.081 -0.098 0.124 0.119
H -1.070 0.634 -2.411 0.014 -0.021 -0.148 0.114
H -3.485 0.113 -2.642 -0.034 -0.022 -0.114 0.115
```
Forces are in eV/Å.

The total energy is -47667.320 eV. The value obtained for the maximum force is 1.03 eV/A. The value obtained for the HOMO energy is -8.396 eV. For the HOMO-LUMO gap, the calculation gives 8.804 eV. As for the charge: 0. The molecular weight comes out at 421.5 u.

=====

No. 6
DFT (wB97M-V/def2-TZVPD) results for one molecule with the formula C6H12O.

Geometry as XYZ:
```
19
Properties=species:S:1:pos:R:3:forces:R:3:lowdin_charge:R:1
C -0.560 0.332 -1.645 0.166 0.349 0.270 -0.062
C -0.309 0.637 -0.081 -0.262 -0.135 -0.545 -0.332
C 0.321 2.034 -0.125 0.013 0.083 0.043 -0.096
C 0.564 -0.302 0.774 0.081 -0.059 -0.440 -0.203
C 0.001 -1.221 1.848 -0.068 -0.018 0.159 -0.055
C 0.451 -1.788 0.544 0.429 0.126 0.180 -0.344
O -0.521 -2.197 -0.357 -0.116 -0.209 -0.019 -0.023
H -0.972 -0.591 -2.092 0.089 0.176 0.601 0.078
H -1.293 1.079 -1.956 0.208 0.115 -0.055 0.078
H 0.370 0.498 -2.196 -0.055 0.112 0.085 0.088
H -1.295 0.693 0.395 0.085 0.052 -0.160 0.134
H -0.181 2.647 -0.880 0.080 0.035 0.181 0.073
H 1.376 1.952 -0.413 -0.158 0.034 0.003 0.084
H 0.278 2.567 0.828 -0.020 -0.165 0.029 0.081
H 1.566 0.073 0.988 -0.222 -0.053 -0.188 0.133
H 0.604 -1.430 2.729 -0.061 0.216 -0.178 0.100
H -1.071 -1.210 2.033 0.150 0.020 -0.158 0.112
H 1.376 -2.359 0.495 -0.220 -0.030 0.098 0.142
H -0.704 -1.412 -0.890 -0.120 -0.648 0.096 0.011
```
Forces are in eV/Å.

The total energy is -8462.465 eV. The value obtained for the maximum force is 0.67 eV/A. The value obtained for the HOMO energy is -9.468 eV. For the HOMO-LUMO gap, the calculation gives 10.507 eV. As for the charge: 0. The molecular weight comes out at 100.2 u.